Entry 1:
{
  "formula": "C28H53BBr2N2OP2Ti",
  "method": "ωB97M-V with the def2-TZVPD basis set",
  "charge": 0,
  "molar_mass_g_mol": 714.18,
  "relative_energy_kj_mol": 17.8,
  "total_energy_ha": -7988.608452,
  "homo_lumo_gap_ev": 6.3,
  "elements": ["Ti", "C", "C", "C", "C", "P", "C", "N", "B", "N", "C", "P", "C", "C", "C", "C", "C", "C", "C", "C", "C", "C", "C", "C", "C", "C", "C", "C", "C", "C", "H", "H", "H", "H", "H", "H", "H", "H", "H", "H", "H", "H", "H", "H", "H", "H", "H", "H", "H", "H", "H", "H", "H", "H", "H", "H", "H", "H", "H", "H", "H", "H", "H", "H", "H", "H", "H", "H", "H", "H", "H", "H", "H", "H", "Br", "C", "Br", "H", "H", "C", "C", "C", "O", "H", "H", "H", "H", "H", "H", "H"],
  "coordinates": [[-0.58, -0.97, -0.36], [-4.42, 1.50, 2.24], [-3.21, 0.75, 2.80], [-3.53, -0.75, 2.73], [-2.99, 1.13, 4.27], [-1.71, 0.99, 1.69], [-0.37, 0.62, 2.91], [0.87, 0.40, 2.21], [0.99, -0.11, 0.88], [2.40, -0.27, 0.66], [3.02, -0.83, -0.50], [1.71, -1.47, -1.67], [2.34, -3.22, -1.94], [1.59, -3.86, -3.12], [3.84, -3.35, -2.18], [1.95, -3.96, -0.65], [1.95, -0.35, -3.13], [1.69, 1.08, -2.63], [0.88, -0.68, -4.18], [3.34, -0.42, -3.77], [3.09, 0.14, 1.80], [4.44, 0.17, 2.08], [4.84, 0.61, 3.34], [3.91, 1.02, 4.28], [2.54, 0.99, 4.00], [2.14, 0.55, 2.76], [-1.40, 2.82, 1.38], [-2.32, 3.26, 0.23], [0.04, 3.01, 0.89], [-1.62, 3.73, 2.59], [-5.31, 1.18, 2.78], [-4.33, 2.58, 2.34], [-4.57, 1.26, 1.18], [-4.44, -0.94, 3.31], [-3.70, -1.09, 1.70], [-2.73, -1.37, 3.14], [-3.94, 0.98, 4.80], [-2.25, 0.49, 4.75], [-2.69, 2.16, 4.41], [-0.26, 1.43, 3.64], [-0.66, -0.29, 3.46], [3.65, -0.10, -1.01], [3.67, -1.66, -0.19], [2.01, -3.54, -4.08], [1.71, -4.95, -3.06], [0.53, -3.65, -3.11], [4.17, -2.86, -3.10], [4.45, -2.97, -1.36], [4.07, -4.42, -2.28], [0.87, -3.98, -0.52], [2.31, -4.99, -0.72], [2.38, -3.50, 0.24], [0.72, 1.17, -2.15], [2.45, 1.42, -1.92], [1.72, 1.76, -3.48], [-0.12, -0.65, -3.74], [0.92, 0.05, -4.99], [1.02, -1.67, -4.61], [4.15, -0.40, -3.04], [3.45, -1.32, -4.38], [3.47, 0.44, -4.43], [5.17, -0.14, 1.34], [5.89, 0.64, 3.58], [4.24, 1.36, 5.25], [1.82, 1.31, 4.75], [-2.11, 2.66, -0.65], [-3.38, 3.15, 0.46], [-2.13, 4.30, -0.01], [0.29, 2.31, 0.08], [0.14, 4.03, 0.50], [0.77, 2.88, 1.69], [-2.66, 3.77, 2.90], [-1.01, 3.44, 3.45], [-1.32, 4.75, 2.32], [-0.82, -2.57, 1.51], [-3.31, -2.91, -0.64], [-1.65, -3.05, -1.76], [-4.06, -3.34, -1.31], [-3.07, -3.58, 0.19], [-3.71, 0.24, -1.65], [-2.42, 0.27, -2.43], [-2.28, 1.54, -3.25], [-1.29, 0.14, -1.54], [-4.56, 0.25, -2.34], [-3.78, 1.11, -0.99], [-3.78, -0.68, -1.06], [-2.40, -0.58, -3.11], [-2.24, 2.43, -2.62], [-3.13, 1.63, -3.92], [-1.37, 1.53, -3.86]]
}

Entry 2:
{
  "formula": "C27H23ClN6O7PdS2",
  "method": "ωB97M-V with the def2-TZVPD basis set",
  "charge": -2,
  "molar_mass_g_mol": 749.52,
  "relative_energy_kj_mol": 0.0,
  "total_energy_ha": -3282.520769,
  "homo_lumo_gap_ev": 6.5,
  "elements": ["Pd", "S", "C", "C", "N", "C", "H", "H", "H", "N", "C", "O", "C", "C", "C", "C", "N", "C", "H", "H", "H", "H", "H", "H", "O", "S", "O", "O", "C", "N", "C", "C", "C", "N", "C", "C", "C", "N", "C", "C", "H", "H", "H", "H", "H", "H", "C", "C", "C", "C", "Cl", "C", "C", "C", "O", "C", "C", "O", "O", "H", "H", "H", "H", "H", "H", "H", "H"],
  "coordinates": [[-2.07, 0.79, 0.06], [-5.59, 1.14, -2.34], [-7.13, 0.44, -2.09], [-7.08, -0.90, -2.34], [-5.85, -1.38, -2.72], [-4.98, -0.41, -2.75], [-7.98, 1.02, -1.78], [-7.91, -1.58, -2.26], [-3.93, -0.51, -2.98], [-1.57, -2.17, 4.00], [-2.86, -2.25, 3.51], [-3.59, -3.18, 3.82], [-3.28, -1.15, 2.62], [-4.36, -1.36, 1.71], [-4.67, -0.37, 0.83], [-3.96, 0.89, 0.86], [-3.01, 1.13, 1.84], [-2.65, 0.07, 2.61], [-1.25, -3.01, 4.46], [-0.88, -1.66, 3.47], [-4.88, -2.30, 1.72], [-5.47, -0.51, 0.10], [-4.48, 1.76, 0.48], [-1.84, 0.28, 3.31], [6.64, 0.56, 3.31], [7.17, -0.78, 3.13], [7.25, -1.57, 4.35], [8.34, -0.86, 2.27], [5.89, -1.66, 2.17], [6.19, -2.92, 1.84], [5.27, -3.59, 1.18], [4.05, -3.04, 0.82], [3.84, -1.72, 1.20], [4.76, -1.04, 1.88], [2.57, -1.01, 0.88], [1.79, -1.37, -0.22], [0.62, -0.69, -0.48], [0.17, 0.30, 0.30], [0.92, 0.65, 1.35], [2.12, 0.04, 1.67], [5.50, -4.62, 0.91], [3.30, -3.61, 0.29], [2.11, -2.16, -0.89], [0.00, -0.91, -1.34], [0.54, 1.47, 1.95], [2.72, 0.38, 2.51], [3.10, 0.76, -2.69], [2.29, 1.79, -1.95], [2.78, 2.43, -0.83], [2.01, 3.37, -0.16], [2.65, 4.14, 1.27], [0.75, 3.69, -0.60], [0.23, 3.06, -1.73], [1.00, 2.11, -2.40], [0.57, 1.42, -3.49], [-0.74, 1.70, -3.96], [-1.89, 1.32, -3.01], [-1.61, 0.50, -2.10], [-2.98, 1.85, -3.28], [4.03, 0.55, -2.16], [3.33, 1.10, -3.70], [2.53, -0.17, -2.79], [3.77, 2.18, -0.45], [0.15, 4.41, -0.06], [-0.78, 3.29, -2.04], [-0.84, 1.12, -4.88], [-0.84, 2.76, -4.22]]
}